# C3H2N4O

A single C3H2N4O molecule (ωB97M-V/def2-TZVPD, the OMol25 dataset).

The geometry in XYZ format:
```
10
Properties=species:S:1:pos:R:3:lowdin_charge:R:1
O 2.14619 -0.04178 0.71996 0.083
C 1.12417 -0.13150 -0.01035 -0.539
N 0.69189 1.11241 -0.58019 0.148
C -0.48652 1.47799 -0.27316 -0.120
C -1.55012 0.65959 0.46029 -0.029
N -1.68500 -0.67093 0.30750 0.038
N -0.75458 -1.43867 -0.28704 0.003
N 0.50962 -1.21118 -0.49358 0.152
H -0.76045 2.64864 -0.57916 0.167
H -2.26781 1.10775 1.13188 0.098
```

Values from the calculation:
- highest occupied orbital energy (eV) = -10.36
- structure (SMILES) = O=c1nccnnn1
- energy (eV) = -11146.3057
- 2S+1 = 1
- gap between HOMO and LUMO (eV) = 8.1395
- net charge = 0
- F_max (eV/Å) = 7.18
- relative energy (zero: lowest compared OMol25 entry of this formula, charge and spin) (kJ/mol) = 286.2

***

# H3NO2S2

A molecular structure, H3NO2S2 (ωB97M-V/def2-TZVPD, the OMol25 dataset).

The geometry in XYZ format:
```
8
Properties=species:S:1:pos:R:3:lowdin_charge:R:1
N -1.45584 0.38342 0.05121 -0.382
O 0.97357 0.53538 0.87939 -0.827
O 2.26384 -0.61586 -1.13177 -0.510
S 1.78415 -0.77241 0.17828 0.806
S -0.07081 1.27610 -0.22149 0.799
H -1.94394 -0.24897 -0.70619 0.105
H -2.06464 0.77889 0.77698 0.032
H 0.51368 -1.33655 0.17359 -0.022
```

Values from the calculation:
- highest occupied orbital energy (eV) = -9.25
- energy (eV) = -27301.8712
- 2S+1 = 1
- gap between HOMO and LUMO (eV) = 9.6868
- net charge = 0
- F_max (eV/Å) = 5.15
- relative energy (zero: lowest compared OMol25 entry of this formula, charge and spin) (kJ/mol) = 55.6

***

# C5H11NO2

A single C5H11NO2 molecule (ωB97M-V/def2-TZVPD, the OMol25 dataset).

The geometry in XYZ format:
```
19
Properties=species:S:1:pos:R:3:lowdin_charge:R:1
C 2.19986 0.12529 0.11094 -0.114
C 1.32375 -1.11342 0.45003 -0.235
C -0.12331 -0.72074 0.70884 -0.173
C -0.73324 0.09171 -0.44071 -0.324
N -1.25692 -0.79228 -1.46990 0.056
C -1.78951 1.11840 0.03865 -0.466
O -2.93178 1.20960 -0.26531 0.133
O -1.15179 1.98706 0.89126 0.092
H 1.83592 1.08571 0.47615 0.069
H 2.43694 0.31487 -0.93851 0.069
H 3.18026 -0.07204 0.55599 0.067
H 1.78727 -1.71972 1.22263 0.100
H 1.39294 -1.70774 -0.46411 0.101
H -0.07353 -0.11036 1.61897 0.112
H -0.83912 -1.51646 0.92974 0.120
H 0.04580 0.66723 -0.93564 0.134
H -1.27679 -0.34738 -2.37625 0.077
H -2.19611 -1.10529 -1.24010 0.081
H -1.83064 2.60556 1.12733 0.103
```

Values from the calculation:
- highest occupied orbital energy (eV) = -9.58
- structure (SMILES) = CCC[C@@H](N)C(=O)O
- energy (eV) = -10948.7640
- 2S+1 = 1
- gap between HOMO and LUMO (eV) = 10.3217
- net charge = 0
- F_max (eV/Å) = 2.62
- relative energy (zero: lowest compared OMol25 entry of this formula, charge and spin) (kJ/mol) = 48.5

***

# C5H10O

A single C5H10O molecule (ωB97M-V/def2-TZVPD, the OMol25 dataset).

The geometry in XYZ format:
```
16
Properties=species:S:1:pos:R:3:lowdin_charge:R:1
C 0.79956 1.13483 -0.58728 -0.055
C -0.14905 0.00553 -0.23875 -0.474
C -1.55827 0.26306 -0.79650 -0.043
C 0.40624 -1.40753 -0.07527 -0.046
C -0.06868 -0.67470 1.11733 -0.276
O 1.17545 -0.53187 1.92689 -0.087
H 0.50194 2.07142 -0.09759 0.086
H 1.82736 0.89020 -0.30489 0.076
H 0.80544 1.31722 -1.66935 0.085
H -2.29064 -0.48199 -0.46751 0.079
H -1.56121 0.26253 -1.89610 0.081
H -1.92901 1.25288 -0.48213 0.084
H -0.09270 -2.26995 -0.55297 0.109
H 1.45476 -1.29911 0.54594 0.160
H -0.91022 -0.86693 1.77308 0.140
H 1.58903 0.33442 1.80511 0.081
```

Values from the calculation:
- highest occupied orbital energy (eV) = -9.79
- structure (SMILES) = CC1(C)C[C@H]1O
- energy (eV) = -7391.9905
- 2S+1 = 1
- gap between HOMO and LUMO (eV) = 10.7259
- net charge = 0
- F_max (eV/Å) = 4.12
- relative energy (zero: lowest compared OMol25 entry of this formula, charge and spin) (kJ/mol) = 267.7

***

# C7H8Cl2N2O2

A single C7H8Cl2N2O2 molecule (ωB97M-V/def2-TZVPD, the OMol25 dataset).

The geometry in XYZ format:
```
21
Properties=species:S:1:pos:R:3:lowdin_charge:R:1
N 2.28687 0.77209 1.04898 0.014
N 1.94536 0.13440 -0.18688 -0.051
C 0.53552 0.12679 -0.55544 -0.348
C 0.27376 -0.48035 -1.93710 -0.187
O 1.12861 -1.13663 -2.44727 0.106
C -0.20452 1.41686 -0.18659 -0.022
C -1.55127 1.31974 -0.15467 -0.687
Cl -2.41229 2.77955 -0.03234 0.733
C -2.31501 0.14909 0.02192 -0.149
C -1.71969 -1.05108 0.07188 -0.597
Cl -2.53720 -2.56897 0.20929 0.713
C -0.16138 -1.06140 0.31191 -0.259
O 0.03745 -0.82990 1.74242 -0.019
H 2.36177 0.09365 1.77531 0.058
H 3.26963 1.03712 1.03429 0.086
H 2.36065 -0.78391 -0.29240 0.123
H -0.70732 -0.27107 -2.27147 0.123
H 0.31231 2.26938 -0.12125 0.069
H -3.34232 0.11409 0.07315 0.084
H 0.09530 -2.08249 -0.05921 0.139
H 0.34378 0.05305 1.95546 0.068
```

Values from the calculation:
- highest occupied orbital energy (eV) = -8.66
- structure (SMILES) = NN[C@]1(C=O)C=C(Cl)C=C(Cl)[C@@H]1O
- energy (eV) = -39505.3312
- 2S+1 = 1
- gap between HOMO and LUMO (eV) = 8.3753
- net charge = 0
- F_max (eV/Å) = 5.40
- relative energy (zero: lowest compared OMol25 entry of this formula, charge and spin) (kJ/mol) = 161.4

***

# C4H9NO

A single C4H9NO molecule (ωB97M-V/def2-TZVPD, the OMol25 dataset).

The geometry in XYZ format:
```
15
Properties=species:S:1:pos:R:3:lowdin_charge:R:1
C -0.44489 -0.18490 -2.00710 -0.118
C 0.26413 0.45409 -0.82955 -0.250
C -0.47709 -0.11947 0.37719 -0.240
N -0.08274 0.25428 1.72565 0.049
C 1.06788 -0.27625 2.20932 -0.356
O 1.88580 -0.86703 1.55195 0.044
H -1.27969 -0.84663 -1.80894 0.066
H 0.16651 -0.74168 -2.61664 0.035
H -0.80452 0.78104 -2.56965 0.113
H 0.02969 1.56453 -0.96210 0.119
H 1.26661 0.45234 -0.67367 0.064
H -0.47502 -1.25051 0.18900 0.138
H -1.59184 0.07120 0.13839 0.139
H -0.78391 0.81352 2.10178 0.109
H 1.25906 -0.10453 3.17436 0.087
```

Values from the calculation:
- highest occupied orbital energy (eV) = -9.85
- structure (SMILES) = CCCNC=O
- energy (eV) = -7830.2772
- 2S+1 = 1
- gap between HOMO and LUMO (eV) = 10.7327
- net charge = 0
- F_max (eV/Å) = 4.58
- relative energy (zero: lowest compared OMol25 entry of this formula, charge and spin) (kJ/mol) = 197.1

***

# C4H5I2N3

A molecular structure, C4H5I2N3 (ωB97M-V/def2-TZVPD, the OMol25 dataset).

The geometry in XYZ format:
```
14
Properties=species:S:1:pos:R:3:lowdin_charge:R:1
C -1.22904 -0.01640 0.08659 -0.420
C 0.85289 -0.05302 -0.11639 -0.521
C -2.66889 -0.01056 -0.25366 -0.029
C 2.37261 -0.00457 -0.65117 -1.148
N -0.23284 -0.08405 -0.83999 0.156
N -0.78113 0.05626 1.32137 0.096
N 0.55059 0.03648 1.19032 0.023
I 3.41498 -1.74900 0.06160 0.731
I 3.30370 1.83781 -0.07865 0.743
H -2.79689 0.18032 -1.31388 0.075
H -3.11109 -0.97221 -0.00126 0.077
H -3.17279 0.75343 0.33195 0.076
H 2.34166 -0.05386 -1.73334 -0.005
H 1.15624 0.07939 1.99651 0.145
```

Values from the calculation:
- highest occupied orbital energy (eV) = -9.48
- energy (eV) = -24900.4132
- 2S+1 = 1
- gap between HOMO and LUMO (eV) = 9.0274
- net charge = 0
- F_max (eV/Å) = 3.04
- relative energy (zero: lowest compared OMol25 entry of this formula, charge and spin) (kJ/mol) = 0.0

***

# CH7NSi

A single CH7NSi molecule (ωB97M-V/def2-TZVPD, the OMol25 dataset).

The geometry in XYZ format:
```
10
Properties=species:S:1:pos:R:3:lowdin_charge:R:1
C -1.38728 0.12382 -0.04607 -0.232
N -0.17885 -0.41524 0.56514 -0.357
Si 1.41811 -0.07333 -0.09498 0.551
H -2.12012 -0.63279 -0.05690 0.053
H -1.72020 1.06449 0.43035 0.083
H -1.23450 0.24061 -1.04942 0.012
H -0.35795 -0.78591 1.65760 0.152
H 1.82902 1.17659 0.66991 -0.089
H 0.97234 -0.12160 -1.47634 -0.063
H 2.52664 -0.85652 0.43962 -0.108
```

Values from the calculation:
- highest occupied orbital energy (eV) = -8.58
- structure (SMILES) = CN[SiH3]
- energy (eV) = -10516.8816
- 2S+1 = 1
- gap between HOMO and LUMO (eV) = 9.7073
- net charge = 0
- F_max (eV/Å) = 4.53
- relative energy (zero: lowest compared OMol25 entry of this formula, charge and spin) (kJ/mol) = 147.0